The following is a DFT calculation (ωB97M-V/def2-TZVPD) of a molecular structure, C27H32BF2N3O3SeSiV.

Atoms and positions in Å:
H: 5.10 -1.78 -0.25
H: -2.86 3.75 0.86
C: 3.28 -5.24 -1.36
H: 0.41 -0.86 2.96
H: 5.47 -0.21 0.42
Si: 2.59 -2.40 1.55
H: 4.83 -2.34 3.46
C: 0.72 -1.69 3.60
C: -1.21 2.32 2.91
C: 5.16 -2.11 2.45
H: -1.52 1.77 3.80
H: 3.37 -0.26 3.43
C: -1.17 -1.86 -5.17
H: 2.92 -4.25 3.80
N: -0.26 -1.62 -1.63
C: -1.03 0.17 -3.16
H: 5.43 -3.05 1.95
C: -2.81 4.08 2.95
C: 1.54 -3.69 5.32
F: -2.26 -1.27 1.75
H: 1.87 -4.47 6.00
C: -1.53 1.97 0.41
B: -1.23 -1.82 1.11
C: 1.84 -5.06 1.01
C: -0.68 -1.16 -2.83
C: -1.33 3.83 3.14
C: 0.52 -2.82 5.70
H: 2.38 -7.18 -1.57
C: 3.73 -0.05 2.42
O: -1.60 2.84 -0.41
H: 4.01 -3.30 -0.92
H: 1.11 -7.02 0.55
N: -3.12 3.24 1.72
H: -3.11 5.11 2.76
H: -1.21 -2.64 -5.91
C: 2.46 -6.29 -0.96
N: -0.39 -3.40 -3.47
C: -2.20 2.03 1.76
C: -0.74 -2.18 -3.84
C: 1.74 -6.20 0.23
H: 3.92 -0.47 -0.37
H: 1.26 -5.00 1.92
H: -0.75 4.39 2.40
H: 6.07 -1.51 2.53
O: 1.41 -1.49 0.59
H: -0.67 -1.13 5.14
H: 3.84 -5.32 -2.28
H: -4.10 2.99 1.64
C: 0.11 -1.82 4.84
O: -0.83 0.85 0.21
Se: 0.07 -3.41 -1.80
H: -3.40 3.67 3.77
V: 0.09 -0.65 0.04
C: -1.42 0.43 -4.43
C: 4.10 -1.33 1.65
H: -2.79 1.13 1.91
F: -1.12 -3.13 1.15
C: 3.37 -4.10 -0.58
H: -1.00 4.13 4.13
H: -1.82 -0.30 -6.44
C: -1.49 -0.58 -5.45
C: 1.73 -2.56 3.18
H: 2.96 0.54 1.90
H: -0.20 2.01 2.65
H: -0.98 0.97 -2.42
H: 0.05 -2.93 6.67
C: 2.66 -3.99 0.62
H: -1.68 1.45 -4.70
C: 4.67 -0.93 0.28
C: 2.13 -3.56 4.08
H: 4.61 0.59 2.51

Charge: +2
Spin multiplicity: 2
ΔE to the lowest compared entry with this formula, charge and spin (eV): 0.2305
E_tot (eV): -144145.586
Frontier orbital gap (alpha / beta) (eV): 7.25 / 7.09